DFT (ωB97M-V/def2-TZVPD) results for a molecular structure, C43H34AsNO3P2PtS3 at a distorted geometry.

```
88
C43H34AsNO3P2PtS3 | the OMol25 dataset | ωB97M-V/def2-TZVPD
Pt -0.275 0.186 -1.159
S -2.297 0.399 2.009
P -0.275 0.661 2.167
C 0.404 0.744 0.638
P 2.020 1.124 0.213
S 2.312 -0.183 -1.270
C 2.156 2.838 -0.365
C 3.414 3.353 -0.693
C 3.536 4.657 -1.142
C 2.399 5.444 -1.295
C 1.149 4.924 -1.007
C 1.026 3.623 -0.533
C 3.264 1.015 1.540
C 3.717 2.130 2.245
C 4.646 1.979 3.266
C 5.112 0.716 3.605
C 4.669 -0.399 2.905
C 3.760 -0.248 1.868
C 0.326 -0.718 3.180
C 0.246 -0.736 4.574
C 0.700 -1.844 5.277
C 1.202 -2.942 4.591
C 1.233 -2.944 3.201
C 0.793 -1.835 2.494
C 0.089 2.195 3.062
C -0.592 3.336 2.632
C -0.271 4.576 3.152
C 0.735 4.688 4.108
C 1.409 3.559 4.541
C 1.090 2.308 4.020
H 4.294 2.725 -0.606
H 4.513 5.057 -1.385
H 2.493 6.463 -1.651
H 0.261 5.521 -1.169
H 0.053 3.206 -0.319
H 3.343 3.115 2.002
H 5.005 2.852 3.799
H 5.833 0.600 4.405
H 5.038 -1.386 3.159
H 3.439 -1.108 1.292
H -0.173 0.108 5.108
H 0.661 -1.850 6.360
H 1.560 -3.803 5.142
H 1.609 -3.807 2.665
H 0.821 -1.820 1.409
H -1.374 3.242 1.887
H -0.796 5.457 2.807
H 0.995 5.660 4.507
H 2.198 3.647 5.278
H 1.638 1.436 4.348
S -2.516 0.756 -0.148
C -3.662 -0.568 -0.453
C -4.957 -0.420 0.054
C -5.930 -1.358 -0.233
C -5.635 -2.434 -1.064
C -4.353 -2.583 -1.566
C -3.348 -1.678 -1.232
As -1.582 -1.775 -2.020
C -1.081 -3.639 -2.088
C 0.078 -3.917 -2.812
C 0.537 -5.222 -2.916
C -0.147 -6.251 -2.280
C -1.272 -5.968 -1.519
C -1.737 -4.663 -1.415
C -2.189 -1.405 -3.840
C -2.871 -0.207 -4.033
C -3.201 0.211 -5.311
C -2.863 -0.574 -6.407
C -2.208 -1.778 -6.215
C -1.866 -2.194 -4.932
H -5.193 0.445 0.665
H -6.929 -1.235 0.167
H -6.410 -3.141 -1.332
H -4.129 -3.393 -2.248
H 0.624 -3.105 -3.280
H 1.428 -5.437 -3.493
H 0.204 -7.271 -2.369
H -1.794 -6.767 -1.006
H -2.603 -4.450 -0.802
H -3.118 0.426 -3.188
H -3.701 1.161 -5.452
H -3.106 -0.241 -7.408
H -1.944 -2.394 -7.066
H -1.341 -3.130 -4.795
O 0.069 2.137 -4.807
N -0.069 1.587 -3.728
O -0.461 2.214 -2.704
O 0.171 0.343 -3.587
```

- E_tot: -6171.68914 Ha
- ΔE to the lowest compared entry with this formula, charge and spin: 2.1119 eV
- HOMO: -0.2356 Eh
- HOMO-LUMO gap: 5.34 eV